Run w
Molecular formula: C2H3NO3S
Method: DFT, wB97M-V/def2-TZVPD

Summary:
LUMO energy	0.39	eV
gap between HOMO and LUMO	11.47	eV
structure (SMILES)	O=S1(=O)CC=NO1
HOMO	-11.078	eV

Last column: Mulliken charge in e.
Element x y z (Å)
1 O 2.954 -0.925 1.154  -0.571
2 S 2.237 -0.178 0.148  1.045
3 O 2.622 -0.447 -1.199  -0.544
4 C 0.488 -0.196 0.397  -0.532
5 C 0.141 0.992 -0.478  -0.023
6 N 1.093 1.817 -0.484  -0.267
7 O 2.218 1.464 0.301  -0.164
8 H 0.491 -0.003 1.476  0.285
9 H -0.101 -1.086 0.165  0.349
10 H -0.599 1.156 -1.198  0.422

=====

Run x
Molecular formula: C2H3NO3S
Method: DFT, wB97M-V/def2-TZVPD

Summary:
LUMO energy	-0.78	eV
gap between HOMO and LUMO	9.68	eV
structure (SMILES)	C=S(=O)=O.N=C=O
HOMO	-10.457	eV

Last column: Mulliken charge in e.
Element x y z (Å)
1 C 0.300 0.283 -1.921  -0.550
2 S -0.663 -0.031 -0.691  0.796
3 O -1.334 -1.252 -0.647  -0.471
4 O -1.227 1.096 -0.049  -0.474
5 H 0.864 1.157 -1.741  0.299
6 H 0.882 -0.575 -2.032  0.312
7 N 0.876 0.187 1.737  -0.478
8 C -0.027 -0.576 1.887  0.621
9 O -0.810 -1.399 2.010  -0.376
10 H 1.139 1.110 1.447  0.319

=====

Run y
Molecular formula: C2H3NO3S
Method: DFT, wB97M-V/def2-TZVPD

Summary:
LUMO energy	-2.24	eV
gap between HOMO and LUMO	7.26	eV
HOMO	-9.495	eV

Last column: Mulliken charge in e.
Element x y z (Å)
1 C 0.306 0.565 -0.210  0.665
2 C -1.060 0.217 -0.058  0.219
3 H 0.840 -2.514 0.386  0.381
4 H 2.019 -0.117 -0.681  0.344
5 H -1.360 1.963 0.696  0.348
6 N 1.138 -0.559 -0.748  -0.234
7 O 1.327 -1.436 0.733  -0.480
8 O 0.698 1.810 -0.232  -0.562
9 O -1.932 1.203 0.417  -0.454
10 S -1.976 -1.132 -0.303  -0.227

=====

Which is most stable, and by how much? run x, by 1.5 kcal/mol.

=====

Run w
Molecular formula: C6H12NO2
Method: DFT, wB97M-V/def2-TZVPD

Summary:
LUMO energy	-2.98	eV
net charge	+1
gap between HOMO and LUMO	11.53	eV
HOMO	-14.507	eV

Last column: Mulliken charge in e.
Element x y z (Å)
1 C -0.329 2.664 -0.087  -0.696
2 C 0.230 1.655 -0.743  -0.175
3 C 0.728 -1.835 -0.565  -0.872
4 C 2.134 -0.277 0.583  -0.779
5 C 0.577 0.462 -1.137  -0.071
6 C -2.485 -0.116 0.404  0.251
7 N 0.743 -0.591 -0.005  0.392
8 O -3.560 -0.660 0.797  -0.357
9 O -1.498 -0.011 1.151  -0.740
10 H 0.263 3.513 0.211  0.301
11 H 1.321 -2.650 -0.003  0.341
12 H -0.274 -2.267 -0.700  0.285
13 H 1.106 -1.715 -1.627  0.319
14 H 3.011 -0.660 -0.026  0.347
15 H 2.149 0.821 0.779  0.328
16 H 2.242 -0.658 1.582  0.384
17 H 0.820 0.196 -2.194  0.404
18 H -2.346 0.205 -0.623  0.393
19 H 0.025 -0.212 0.617  0.338
20 H -3.452 -0.725 1.734  0.368
21 H -1.404 2.861 -0.148  0.239

=====

Run x
Molecular formula: C6H12NO2
Method: DFT, wB97M-V/def2-TZVPD

Summary:
LUMO energy	-4.25	eV
net charge	+1
gap between HOMO and LUMO	7.99	eV
HOMO	-12.238	eV

Last column: Mulliken charge in e.
Element x y z (Å)
1 C -0.250 1.920 0.612  0.034
2 C 0.858 1.699 -0.125  0.753
3 C -0.398 2.344 2.055  -1.205
4 C 1.038 -2.421 -0.094  -1.006
5 C 0.002 -1.546 -2.162  -0.801
6 C -0.552 -0.781 0.127  -0.477
7 N 0.093 -1.513 -0.700  0.133
8 O -1.429 2.079 -0.075  -0.418
9 O 1.729 1.197 -0.708  -0.376
10 H 0.568 2.742 2.566  0.333
11 H -1.173 3.197 2.183  0.376
12 H -0.819 1.593 2.583  0.318
13 H 0.716 -3.384 -0.264  0.400
14 H 2.020 -2.305 -0.719  0.358
15 H 1.255 -2.233 0.862  0.374
16 H 0.053 -2.554 -2.406  0.357
17 H -0.854 -0.983 -2.600  0.351
18 H 0.654 -0.847 -2.589  0.359
19 H -0.464 -0.737 1.147  0.313
20 H -1.733 2.771 0.483  0.280
21 H -1.315 -0.237 -0.177  0.546

=====

Which is most stable, and by how much? run w, by 24.3 kcal/mol.

=====

Run w
Molecular formula: C2Cl3F3
Method: DFT, wB97M-V/def2-TZVPD

Summary:
LUMO energy (alpha / beta)	-1.33 / -0.64	eV
gap between HOMO and LUMO (alpha / beta)	7.51 / 8.54	eV
HOMO (alpha / beta)	-8.843 / -9.180	eV

Last column: Mulliken charge in e.
Element x y z (Å)
1 C 0.121 0.234 -1.006  0.522
2 C -0.878 -1.463 1.777  0.225
3 F -0.287 0.555 -2.215  -0.150
4 F 1.305 -0.434 -0.956  -0.175
5 F 0.184 1.323 -0.219  -0.181
6 Cl -1.788 -0.241 2.704  -0.115
7 Cl -0.872 -1.332 0.114  0.018
8 Cl 0.860 -1.457 2.099  -0.144

=====

Run x
Molecular formula: C2Cl3F3
Method: DFT, wB97M-V/def2-TZVPD

Summary:
LUMO energy	0.49	eV
gap between HOMO and LUMO	12.02	eV
structure (SMILES)	FC(F)(F)C(Cl)(Cl)Cl
HOMO	-11.532	eV

Last column: Mulliken charge in e.
Element x y z (Å)
1 F 0.945 0.767 1.309  -0.207
2 C 0.093 -0.141 0.796  0.547
3 F 0.596 -1.355 1.007  -0.200
4 F -1.068 -0.035 1.429  -0.199
5 C -0.096 0.122 -0.719  0.394
6 Cl -0.740 1.743 -0.944  -0.108
7 Cl 1.483 -0.017 -1.515  -0.114
8 Cl -1.213 -1.085 -1.363  -0.112

=====

Which is most stable, and by how much? run x, by 108.0 kcal/mol.

=====

Run w
Molecular formula: C4H11N2S
Method: DFT, wB97M-V/def2-TZVPD

Summary:
LUMO energy (alpha / beta)	6.10 / 6.11	eV
net charge	-2
gap between HOMO and LUMO (alpha / beta)	2.02 / 5.95	eV
spin multiplicity	2
⟨S²⟩	0.751
HOMO (alpha / beta)	4.078 / 0.158	eV

Last column: Mulliken charge in e.
Element x y z (Å)
1 C 0.723 1.302 0.805  -3.830
2 C -0.663 0.887 0.260  -0.366
3 C -0.758 1.273 -1.274  -0.420
4 S -1.764 0.300 -2.387  -0.924
5 N -0.731 -0.599 0.278  -0.513
6 C 0.353 -1.302 -0.301  -0.026
7 N 0.842 -2.325 0.771  -1.003
8 H 0.692 0.906 1.858  0.111
9 H 0.941 2.410 0.827  1.181
10 H 1.627 0.874 0.217  0.574
11 H -1.530 1.246 0.768  0.933
12 H -1.162 2.377 -1.367  0.238
13 H 0.363 1.186 -1.513  0.244
14 H -1.657 -1.010 -0.046  0.273
15 H 0.104 -1.967 -1.214  0.304
16 H 1.278 -0.690 -0.481  0.547
17 H 0.208 -2.944 1.138  0.278
18 H 1.132 -1.922 1.662  0.398

=====

Run x
Molecular formula: C4H11N2S
Method: DFT, wB97M-V/def2-TZVPD

Summary:
LUMO energy (alpha / beta)	5.90 / 5.87	eV
net charge	-2
gap between HOMO and LUMO (alpha / beta)	2.18 / 5.91	eV
spin multiplicity	2
⟨S²⟩	0.751
HOMO (alpha / beta)	3.719 / -0.038	eV

Last column: Mulliken charge in e.
Element x y z (Å)
1 C 0.009 -1.371 -0.558  -1.392
2 N -0.347 -1.563 0.826  0.490
3 C 0.588 -1.189 1.877  -2.841
4 N 0.439 -2.059 3.023  -0.919
5 C 0.381 -0.001 -1.116  -0.130
6 C -0.744 1.044 -0.993  -0.813
7 S -0.311 2.702 -1.589  -0.754
8 H -0.780 -1.843 -1.158  0.366
9 H 0.846 -2.068 -0.718  0.384
10 H -1.290 -1.300 1.073  0.176
11 H 1.581 -1.189 1.400  -0.178
12 H 0.413 -0.159 2.209  0.153
13 H 0.924 -2.938 2.830  0.975
14 H 0.930 -1.609 3.804  1.328
15 H 1.299 0.399 -0.683  0.383
16 H 0.505 -0.172 -2.189  0.307
17 H -1.107 1.006 0.033  0.242
18 H -1.579 0.635 -1.580  0.224

=====

Which is most stable, and by how much? run x, by 34.4 kcal/mol.